{"formula": "CH2NO", "method": "ωB97M-V/def2-TZVPD", "homo_lumo_gap_ev": [8.12, 8.58], "total_charge": 1, "e_tot_ha": -168.74049, "relative_energy_kcal_mol": 74.2, "lumo_energy_ev": [-7.939, -8.239], "symbols": ["C", "N", "O", "H", "H"], "xyz": [[0.850, 0.061, 0.149], [-1.410, 0.627, -0.086], [-1.873, -0.342, 0.168], [1.282, -0.840, 0.599], [1.151, 0.494, -0.830]], "nbo_charge": [0.07, 0.53, 0.06, 0.18, 0.17]}